No. 1
# C29H40AsBaN5S

A molecular structure, C29H40AsBaN5S in a non-equilibrium geometry (ωB97M-V/def2-TZVPD, the Open Molecules 2025 dataset).

```
77
Properties=species:S:1:pos:R:3:forces:R:3
Ba -1.0547 0.9561 1.4349 -0.3 0.1 -0.8
C -2.7469 -0.1401 4.1063 -1.0 2.4 0.3
C -4.0995 -0.0059 3.2945 2.7 -1.5 0.1
N -4.0198 0.8447 2.0782 0.1 -2.1 -0.2
C -4.3398 0.0083 0.8776 3.2 -1.6 -2.0
C -3.9472 -1.5516 0.8679 -2.7 1.3 -0.9
N -2.5519 -1.8234 0.8949 3.0 -2.2 -1.3
C -1.9560 -2.8571 1.9399 -1.2 2.0 -2.7
C -1.9989 -2.2388 3.2861 0.7 0.4 -0.5
N -1.6407 -0.7610 3.3780 -1.5 -2.4 0.1
H -2.5460 0.9518 4.2632 0.5 -0.6 -0.1
H -2.9002 -0.4778 5.1599 0.0 -0.4 -0.9
H -4.6296 -0.9347 3.1526 0.1 -0.3 -0.1
H -4.7185 0.5413 3.8832 -1.6 1.3 2.5
H -4.8648 1.3302 2.3194 -0.1 1.3 -1.2
H -5.3441 -0.0878 0.6223 -2.0 0.7 -0.1
H -3.7991 0.3356 -0.0836 -0.8 0.4 1.4
H -4.4076 -1.9570 1.7159 -0.5 -0.9 1.4
H -4.6994 -1.9832 0.0577 2.3 0.6 0.9
H -2.1972 -2.2080 -0.0342 -0.9 0.9 1.4
H -2.4172 -3.8329 1.8948 -0.7 -0.2 0.2
H -0.9729 -3.0650 1.5486 0.6 0.3 0.1
H -2.9347 -2.4419 3.7272 -1.3 0.3 0.5
H -1.3498 -2.8422 3.8607 1.1 -0.4 1.1
H -0.7925 -0.8043 3.9099 0.2 0.6 0.6
C 6.8024 -1.6826 1.7412 0.7 0.7 1.9
C 6.3473 -0.5786 2.4984 -0.1 0.7 -0.2
C 5.5277 0.3717 1.8886 0.8 -0.6 -0.8
C 5.1855 0.1938 0.5368 -1.5 1.4 1.3
C 5.5629 -0.9058 -0.1443 0.8 -0.7 0.2
C 6.4247 -1.8076 0.4416 0.1 -1.4 -1.5
As 3.8749 1.4039 -0.2910 -1.5 -0.7 1.0
C 3.0380 -0.1145 -1.2225 -1.2 0.1 0.4
C 3.3892 -0.6018 -2.4994 0.9 1.6 1.2
C 2.7586 -1.6836 -3.0255 -1.2 -0.7 0.0
C 1.6797 -2.2301 -2.2834 0.2 0.1 -1.9
C 1.2617 -1.7292 -1.0912 -0.8 0.0 0.8
C 1.9662 -0.7007 -0.4937 1.3 0.4 0.2
C 1.8021 -0.2906 0.9463 -0.4 -1.1 -1.5
C 1.2701 -1.1637 1.9349 0.6 0.0 -1.0
C 1.3977 -0.7499 3.2381 -0.2 0.4 1.4
C 1.8084 0.5362 3.5538 1.3 1.3 -0.2
C 2.3778 1.3928 2.5518 -0.9 -0.5 0.7
C 2.3811 0.9350 1.2409 1.9 0.4 -0.6
H 7.5096 -2.3389 2.2477 -0.2 -0.1 -0.4
H 6.6887 -0.3554 3.5233 -0.2 -0.6 -0.6
H 5.2300 1.2832 2.3746 0.0 0.1 0.4
H 5.2368 -1.1665 -1.1134 -0.3 0.2 -0.9
H 6.7083 -2.6119 -0.2672 0.2 0.2 1.1
H 4.2224 -0.0905 -2.9916 -0.4 -0.3 -0.2
H 2.9937 -2.0133 -4.0440 -0.1 -0.2 0.6
H 1.0615 -2.9455 -2.7813 -0.1 -0.6 -0.1
H 0.3108 -2.0640 -0.6389 0.7 -0.2 -0.2
H 0.9194 -2.1796 1.7082 0.3 0.6 -0.1
H 1.2358 -1.3638 4.1340 -0.3 -0.3 -0.7
H 1.9035 0.7950 4.6213 -0.1 0.1 -0.7
H 2.8291 2.3583 2.8017 -0.2 -0.4 0.1
C 1.6637 2.9874 -4.5574 -0.9 1.4 1.1
C 0.6932 2.6676 -3.4025 -0.1 -0.4 -0.4
N -0.6991 2.9892 -3.8123 0.5 0.3 -0.1
C -1.7779 2.4167 -3.2540 -0.4 -0.8 -0.3
S -1.8130 1.6416 -1.6883 0.3 0.6 -0.5
N -2.8667 2.2581 -4.0529 1.4 1.1 -0.9
C -4.2376 2.3889 -3.6793 -1.5 -0.3 0.4
C -5.0552 1.1112 -4.0513 -0.2 1.5 1.1
H 2.6767 2.7316 -4.3249 0.5 -0.3 0.3
H 1.6326 4.0932 -4.6064 0.2 -0.4 -0.3
H 1.4203 2.6089 -5.5247 -0.4 -0.5 -0.5
H 1.0533 3.2369 -2.5426 -0.5 0.2 0.1
H 0.6260 1.6311 -3.0706 0.5 -0.1 -0.2
H -0.7787 3.5435 -4.6922 -0.2 -0.8 1.1
H -2.7097 2.4469 -5.0454 0.1 0.0 0.5
H -4.6684 3.3199 -4.0760 0.2 -0.3 -0.4
H -4.2768 2.5815 -2.6117 0.0 -0.4 0.3
H -5.0745 0.9263 -5.1358 -0.3 0.2 0.5
H -6.0713 1.2503 -3.5644 1.0 -0.5 -1.0
H -4.5132 0.3118 -3.5591 -0.2 -0.4 0.0
```
Forces are in eV/Å.

Summary:
Calculated total energy: -110525.7265 eV
E_HOMO: -13.259 eV
Net charge: +2
HOMO-LUMO gap: 0.2966 Ha

Here are the Mulliken charges for atoms 1 to 5, given in e: 1.84 -0.77 -0.98 -0.38 -0.35

No. 2
# C29H40BrClO4Si

A single C29H40BrClO4Si molecule in a non-equilibrium geometry (ωB97M-V/def2-TZVPD, the Open Molecules 2025 dataset).

```
76
Properties=species:S:1:pos:R:3:forces:R:3
C -5.3673 -5.0087 -0.4829 -0.6 -1.2 -1.2
C -4.9971 -4.0976 -1.7444 -0.7 0.9 0.5
Cl -4.1445 -5.0089 -3.1110 -0.8 0.2 0.9
C -4.1107 -2.7950 -1.4283 -0.1 1.0 0.5
C -3.5591 -2.6764 0.0618 1.0 -0.8 1.1
C -2.6262 -3.5251 0.7002 -1.7 1.9 -0.7
Br -1.8168 -5.0436 -0.3208 -0.7 1.6 1.5
C -2.2515 -3.2266 2.2470 0.7 -1.3 1.2
O -2.0893 -4.1353 3.0940 -0.4 3.3 -3.1
C -2.1022 -1.6547 2.5970 -1.5 1.2 -1.5
C -1.0219 -1.0610 3.6082 -1.3 0.3 0.6
C 0.2088 -0.2924 2.9059 0.0 -1.8 1.1
C 1.5387 -1.2060 3.1759 0.3 1.2 -1.2
C 2.3837 -1.1267 1.7788 0.0 0.5 1.9
C 3.9496 -1.4041 1.9645 -0.7 -0.8 -1.8
C 4.5702 -1.5343 0.4563 0.4 1.1 1.1
C 4.6186 -0.0617 -0.2371 0.5 -1.0 -0.2
C 4.1527 -0.1056 -1.7924 0.6 0.4 0.6
Si 2.5484 0.8860 -2.1605 0.0 -0.2 -1.0
C 1.0461 0.4043 -1.0736 -0.5 -0.6 1.0
C 2.0819 0.4654 -3.9973 0.4 0.3 -0.5
C 3.0093 2.7448 -2.1144 0.4 3.4 -0.1
C 3.7119 3.3860 -0.8875 -0.4 3.0 -3.0
C 4.1092 4.9031 -0.9190 -1.6 -1.6 -2.7
C 3.7964 5.7825 -2.1668 -0.9 -4.0 0.4
C 3.0636 5.1144 -3.3720 0.7 -1.6 2.4
C 2.6516 3.6016 -3.3717 2.4 2.8 3.3
C -3.0095 -0.7923 1.9372 0.3 -1.1 0.7
C -3.0515 0.8050 2.0605 0.6 -0.5 -1.5
C -2.8374 1.3548 0.5357 0.7 -0.3 -0.1
C -2.2221 2.8390 0.4735 -1.0 0.7 -0.7
C -3.4398 3.8100 0.0095 0.2 0.4 -2.6
O -3.6192 4.0453 -1.2163 0.3 -0.7 5.3
O -4.3026 4.3351 1.0137 1.6 -1.5 -1.0
C -4.1177 -1.4477 0.9575 -0.9 0.2 0.3
O -5.3025 -1.0441 0.9016 4.1 -1.3 -0.1
H -4.5794 -5.8350 -0.3647 -1.1 1.5 0.2
H -6.3446 -5.5650 -0.7603 1.6 0.9 0.4
H -5.5957 -4.4408 0.4773 0.6 -0.6 -1.4
H -5.9989 -3.7376 -2.1931 1.8 -0.6 0.6
H -4.7971 -1.8816 -1.6125 1.1 -1.4 0.5
H -3.2254 -2.6466 -2.1516 -1.4 -0.6 1.1
H -1.5691 -0.2734 4.2578 0.6 -1.5 -1.0
H -0.6928 -1.8836 4.3385 -0.3 1.2 -1.3
H 0.3249 0.7333 3.4153 -0.1 -1.5 -1.1
H 0.0044 -0.2212 1.7816 0.4 0.1 1.6
H 1.2726 -2.2911 3.4303 0.3 1.6 -0.4
H 2.1449 -0.7478 4.0484 -0.9 -0.8 -1.4
H 1.8556 -1.8610 1.0705 1.1 1.1 0.8
H 2.2394 -0.0361 1.4229 0.3 -1.9 0.3
H 4.0976 -2.4111 2.4816 -0.1 1.4 -0.4
H 4.4764 -0.5602 2.5324 -0.8 -1.2 -0.7
H 5.6522 -1.9027 0.5939 -1.7 0.3 -0.6
H 3.9359 -2.2521 -0.1819 1.1 1.0 1.1
H 5.7089 0.3013 -0.2058 -1.7 -0.4 0.1
H 4.0063 0.6566 0.4042 0.7 -0.9 -1.0
H 4.9963 0.4243 -2.3829 -1.5 -1.1 0.6
H 3.9903 -1.1839 -2.1571 0.5 1.5 0.5
H 0.0427 0.4461 -1.6350 1.6 0.0 0.7
H 1.2212 -0.6924 -0.7435 -0.4 1.7 -0.5
H 0.9541 1.0273 -0.1072 0.1 -0.9 -1.5
H 1.0924 0.9508 -4.2984 1.2 -0.8 0.3
H 2.9123 0.9625 -4.6351 -1.3 -1.0 0.8
H 2.0643 -0.6715 -4.1935 0.0 1.8 0.2
H 4.0068 2.8128 0.0565 -0.6 0.7 -1.7
H 4.6360 5.3408 0.0027 -0.9 -0.7 -1.7
H 4.1274 6.8841 -2.1735 -0.7 -2.0 -0.1
H 2.8273 5.7541 -4.2964 0.4 -1.1 1.6
H 2.1439 3.2030 -4.3089 0.8 0.4 1.6
H -4.0513 1.1899 2.4530 1.4 -0.7 -0.3
H -2.1422 1.1986 2.6470 -1.6 -0.8 -0.6
H -3.8004 1.3234 -0.0773 1.2 -0.1 1.0
H -2.0878 0.6487 0.0066 -1.2 1.1 0.9
H -1.7574 3.1660 1.4636 -0.7 -0.4 -1.3
H -1.4361 2.9548 -0.3653 -1.3 -0.3 1.4
H -4.1079 3.8866 1.8771 0.0 0.6 -1.1
```
Forces are in eV/Å.

Summary:
Calculated total energy: -129345.5043 eV
E_HOMO: -8.925 eV
Net charge: 0
HOMO-LUMO gap: 0.2811 Ha

Here are the Mulliken charges for atoms 1 to 5, given in e: -1.02 0.24 -0.20 -1.31 0.48

No. 3
# C29H40BrCsN5O5Si

A molecular structure, C29H40BrCsN5O5Si in a non-equilibrium geometry (ωB97M-V/def2-TZVPD, the Open Molecules 2025 dataset).

```
82
Properties=species:S:1:pos:R:3:forces:R:3
Cs -0.0234 1.7112 -1.9997 -1.2 0.8 0.6
O -3.3869 5.2422 -2.2370 -0.4 0.3 0.0
C -2.6230 4.3274 -1.8606 0.5 0.2 -0.4
N -1.4335 4.0396 -2.3439 0.0 0.5 -0.2
C -1.0638 4.9764 -3.3755 -0.7 0.3 0.2
C 0.1163 4.6545 -4.2307 0.2 0.3 -0.1
C 0.7868 5.7182 -4.8516 0.0 -0.1 -0.1
C 1.8248 5.4582 -5.7200 0.0 -0.1 0.1
C 2.1939 4.1348 -5.9316 0.0 0.1 0.0
C 1.4885 3.1502 -5.2610 0.4 -0.1 -0.4
N 0.4749 3.3956 -4.4472 -0.3 0.0 0.2
C -3.1052 3.4664 -0.7237 -0.7 0.2 0.3
C -4.3430 3.8053 -0.1654 0.0 0.0 -0.1
C -4.8623 3.0512 0.8635 0.1 -0.1 0.1
C -4.1192 1.9757 1.3275 0.0 0.1 0.0
C -2.8980 1.7314 0.7267 -0.1 -0.3 0.4
N -2.3941 2.4400 -0.2698 0.0 0.2 -0.2
H -1.9255 5.1193 -4.0545 0.2 0.2 0.0
H -0.8932 5.9676 -2.9266 -0.1 0.0 -0.2
H 0.4728 6.7336 -4.6615 -0.1 0.1 0.1
H 2.3422 6.2699 -6.2163 0.0 0.0 0.0
H 3.0019 3.8867 -6.6028 0.1 -0.1 0.0
H 1.7459 2.1059 -5.3862 0.1 -0.1 0.0
H -4.8636 4.6533 -0.5824 0.0 0.0 -0.1
H -5.8243 3.2851 1.3020 0.0 0.0 0.0
H -4.4737 1.3503 2.1352 0.0 -0.1 0.0
H -2.2819 0.9109 1.0648 0.0 -0.1 0.1
O 5.3876 -2.1108 -3.4005 -0.5 -0.1 0.1
C 5.9825 -0.9749 -3.6538 0.2 -0.1 0.0
O 7.1501 -0.9075 -3.9947 0.0 0.1 0.0
C 5.1817 0.2687 -3.5010 -0.1 0.4 0.1
C 5.6887 1.5344 -3.7273 0.0 -0.4 0.0
N 4.6996 2.4071 -3.4647 0.2 -0.3 0.0
N 3.5833 1.7952 -3.0753 -0.8 0.4 0.2
C 3.8355 0.5001 -3.0877 0.4 0.1 -0.1
C 2.7367 -0.4695 -2.7020 0.3 -0.2 0.0
O 3.0156 -1.6941 -2.7541 0.3 -0.3 -0.1
O 1.6519 0.0115 -2.3632 1.5 -1.5 -0.3
H 4.3610 -1.9817 -3.1216 0.4 0.1 -0.1
H 6.6683 1.8335 -4.0417 0.2 0.0 -0.1
H 4.7179 3.4124 -3.5359 -0.1 -0.2 0.0
C 0.8919 -4.1094 0.6730 -0.1 0.1 0.0
C 0.7669 -3.6433 2.1271 -0.1 0.2 0.0
C 0.5078 -4.8657 3.0119 -0.2 0.2 0.0
C 2.1336 -3.0658 2.5048 -0.2 0.1 0.1
Si -0.6267 -2.2887 2.3184 -0.1 0.1 -0.1
Br -0.3208 -0.9532 0.4708 -0.1 -0.4 0.5
C -0.3985 -1.1134 3.8739 0.0 -0.1 -0.2
C -1.6289 -0.2314 4.1055 0.0 -0.2 -0.2
C -0.1579 -1.9198 5.1540 0.0 -0.2 -0.3
C 0.7785 -0.1562 3.6630 0.0 -0.1 -0.2
C -2.4484 -2.9897 2.1378 0.2 0.1 0.0
C -2.5106 -4.0377 1.0232 0.2 0.1 0.1
C -2.9456 -3.6384 3.4331 0.3 0.2 0.0
C -3.4385 -1.8906 1.7402 0.2 0.1 0.0
H 1.7024 -4.8330 0.5985 0.1 -0.1 0.0
H 1.1332 -3.2824 0.0125 0.0 0.0 -0.1
H -0.0122 -4.5856 0.3112 -0.1 -0.1 -0.1
H 1.3468 -5.5563 2.9336 0.1 -0.1 0.0
H -0.3881 -5.3965 2.7023 -0.1 -0.1 0.0
H 0.3965 -4.5871 4.0569 0.0 0.0 0.2
H 2.9085 -3.8021 2.2956 0.1 -0.1 0.0
H 2.1932 -2.8183 3.5615 0.1 0.1 0.1
H 2.3542 -2.1818 1.9129 0.1 0.2 0.0
H -2.5024 -0.8204 4.3697 -0.2 0.0 0.0
H -1.8512 0.3647 3.2249 -0.1 0.1 -0.1
H -1.4345 0.4546 4.9307 0.1 0.1 0.1
H -0.9746 -2.6111 5.3438 -0.1 -0.2 0.1
H -0.0829 -1.2469 6.0081 0.0 0.1 0.1
H 0.7649 -2.4894 5.1006 0.1 -0.1 0.1
H 0.6274 0.4542 2.7762 0.0 0.1 -0.1
H 1.7209 -0.6803 3.5582 0.2 0.0 0.0
H 0.8635 0.5142 4.5183 0.0 0.1 0.2
H -1.9363 -4.9249 1.2728 0.1 -0.1 -0.1
H -2.1409 -3.6258 0.0877 0.1 0.0 -0.2
H -3.5449 -4.3470 0.8695 -0.2 0.0 0.0
H -2.2851 -4.4377 3.7573 0.1 -0.2 0.1
H -3.9376 -4.0620 3.2743 -0.1 -0.1 0.0
H -3.0216 -2.9098 4.2356 0.0 0.0 0.2
H -3.1507 -1.4284 0.8003 0.0 0.1 -0.1
H -3.5163 -1.1159 2.4936 -0.1 0.2 0.1
H -4.4290 -2.3271 1.6084 -0.1 -0.1 0.0
```
Forces are in eV/Å.

Summary:
Relative energy (zero: lowest compared OMol25 entry of this formula, charge and spin): 4.75 kcal/mol
Calculated total energy: -126884.2857 eV
E_HOMO: -5.029 eV
Net charge: -1
HOMO-LUMO gap: 0.2606 Ha

Here are the Mulliken charges for atoms 1 to 5, given in e: 1.19 -0.86 0.06 -0.38 -0.58